Version w
A 15-piece molecular cluster, C4H28BO22 overall. Source: the Open Molecules 2025 dataset; level of theory: ωB97M-V with the def2-TZVPD basis set.

## Properties
* molar mass: 439.1 g/mol
* HOMO: -7.9 eV
* Kohn-Sham gap: 9.441 eV
* charge: -1

Positions of all 55 atoms, in Å:
O  1.664  -2.139  -1.361
C  0.719  -1.434  -1.004
O  0.149  -1.392  0.144
B  -0.966  -0.393  0.181
O  -0.836  0.308  -1.097
C  0.055  -0.368  -1.879
O  0.316  -0.108  -3.039
O  -0.816  0.557  1.293
C  -1.906  0.390  2.112
O  -2.183  1.100  3.063
C  -2.900  -0.585  1.346
O  -2.315  -1.020  0.252
O  -4.041  -0.772  1.669
O  3.730  1.971  2.624
H  4.600  2.178  2.967
H  3.626  1.033  2.784
O  -8.381  1.096  3.683
H  -7.613  0.666  3.307
H  -8.380  0.830  4.602
O  -5.285  -0.019  -3.261
H  -4.539  0.016  -2.663
H  -5.061  0.593  -3.961
O  -1.559  1.114  9.327
H  -0.971  1.310  10.056
H  -1.104  1.451  8.555
O  3.735  -1.920  3.467
H  4.322  -2.676  3.463
H  3.001  -2.184  2.912
O  6.913  -2.903  -0.701
H  6.310  -2.163  -0.776
H  6.708  -3.295  0.148
O  -1.084  1.148  -7.590
H  -1.659  1.878  -7.361
H  -0.914  0.706  -6.759
O  1.325  5.125  2.646
H  1.406  4.172  2.664
H  2.217  5.445  2.782
O  5.543  0.145  -4.533
H  4.621  -0.088  -4.637
H  5.607  0.476  -3.637
O  -7.358  -4.324  0.653
H  -8.158  -4.219  1.168
H  -6.827  -3.559  0.875
O  4.677  -6.518  -1.249
H  4.227  -5.680  -1.355
H  5.589  -6.330  -1.471
O  2.940  -3.169  -7.061
H  2.468  -2.789  -6.320
H  3.550  -3.791  -6.665
O  1.152  4.554  -2.919
H  0.696  5.333  -2.601
H  0.464  3.895  -3.015
O  -2.665  5.769  2.578
H  -1.731  5.625  2.729
H  -3.082  4.957  2.866

***

Version x
C4H28BO22 as an isolated structure. Source: the Open Molecules 2025 dataset; level of theory: ωB97M-V with the def2-TZVPD basis set.

## Properties
* molar mass: 439.1 g/mol
* HOMO: -7.9 eV
* Kohn-Sham gap: 8.971 eV
* charge: -1

Positions of all 55 atoms, in Å:
O  2.390  -1.356  -1.546
C  1.284  -1.192  -0.978
O  0.711  -0.063  -1.073
B  -0.452  -0.083  -0.287
O  -0.580  -1.554  0.244
C  0.484  -2.134  -0.334
O  0.944  -3.134  0.119
O  -1.659  0.203  -1.185
C  -2.266  1.151  -0.516
O  -3.249  1.697  -0.905
C  -1.513  1.535  0.605
O  -0.565  0.853  0.795
O  -1.874  2.352  1.389
O  -1.606  5.141  0.769
H  -1.095  5.918  0.682
H  -1.432  4.446  -0.023
O  3.585  1.370  -2.645
H  3.571  0.566  -2.227
H  2.734  1.681  -2.350
O  -3.661  -1.569  1.300
H  -4.266  -0.766  1.058
H  -3.167  -1.352  0.569
O  0.843  3.612  1.527
H  1.042  4.411  0.950
H  -0.204  3.567  1.378
O  -4.481  4.136  0.452
H  -4.283  3.165  0.002
H  -3.547  4.449  0.633
O  -2.733  2.550  -3.987
H  -3.339  1.829  -4.324
H  -2.900  2.860  -3.077
O  4.895  -1.371  0.054
H  4.059  -1.163  0.455
H  5.042  -0.902  -0.868
O  2.780  -0.408  1.479
H  2.243  -0.672  2.247
H  2.768  0.529  1.491
O  4.423  -4.048  -0.892
H  3.548  -4.120  -0.798
H  4.523  -3.172  -0.438
O  1.826  -3.790  2.712
H  1.181  -3.345  3.365
H  1.753  -3.361  1.862
O  -1.365  -3.971  2.152
H  -2.299  -3.990  1.669
H  -0.957  -3.535  1.476
O  -4.639  -0.721  -1.536
H  -4.442  0.149  -1.847
H  -4.199  -1.426  -2.172
O  -0.287  1.102  3.942
H  -1.028  0.395  3.806
H  -0.264  1.540  3.089
O  4.034  -2.691  -3.107
H  4.307  -3.221  -2.322
H  3.381  -2.095  -2.833

***

Relative energies with respect to the most stable structure, expressed in kcal/mol: version w 0.0; version x 67.6.

***

Version w
A 2-piece molecular cluster, C7H8N2O overall. Source: the Open Molecules 2025 dataset; level of theory: ωB97M-V with the def2-TZVPD basis set.

## Properties
* molar mass: 136.2 g/mol
* HOMO: -8.5 eV
* Kohn-Sham gap: 7.757 eV
* charge: 0

Positions of all 18 atoms, in Å:
C  2.794  -0.978  -0.039
C  -1.341  -0.437  1.081
C  -1.510  0.019  -0.196
C  -0.201  0.087  1.827
C  -0.772  1.300  -0.549
C  0.626  1.452  0.109
C  1.708  -0.758  -0.766
N  3.784  -1.211  0.560
N  0.715  0.876  1.336
O  1.363  2.298  -0.370
H  -1.929  -1.287  1.272
H  -2.246  -0.496  -0.832
H  -0.018  -0.415  2.780
H  -0.724  1.382  -1.648
H  -1.446  2.180  -0.211
H  1.558  -0.019  -1.494
H  0.876  -1.448  -0.786
H  4.088  -1.064  1.496

***

Version x
One molecule with the formula C7H8N2O. Source: the Open Molecules 2025 dataset; level of theory: ωB97M-V with the def2-TZVPD basis set.

## Properties
* molar mass: 136.2 g/mol
* HOMO: -9.2 eV
* Kohn-Sham gap: 8.272 eV
* charge: 0

Positions of all 18 atoms, in Å:
C  2.125  -1.290  0.670
C  1.520  -0.782  -0.675
C  0.322  0.056  -0.369
C  0.351  1.412  -0.227
C  -0.871  2.032  0.115
C  -2.072  1.332  0.124
C  -1.971  -0.090  -0.025
H  1.326  -1.877  1.217
H  3.039  -1.903  0.532
H  2.352  -0.409  1.270
H  1.264  -1.640  -1.304
H  2.261  -0.113  -1.200
H  1.326  1.919  -0.383
H  -0.874  3.125  0.265
H  -3.112  1.752  0.261
N  -3.149  -0.828  0.121
N  -0.811  -0.711  -0.214
O  -3.026  -1.985  -0.177

***

Relative energies with respect to the most stable structure, expressed in kcal/mol: version w 19.7; version x 0.0.

***

Version w
One molecule with the formula C3H2O2S2. Source: the Open Molecules 2025 dataset; level of theory: ωB97M-V with the def2-TZVPD basis set.

## Properties
* molar mass: 134.2 g/mol
* HOMO: -9.5 eV
* Kohn-Sham gap: 7.170 eV
* charge: 0

Positions of all 9 atoms, in Å:
C  -0.949  -0.307  0.317
C  0.127  0.537  -0.365
C  1.272  0.522  0.431
H  -1.498  -0.846  -1.379
H  1.691  1.518  0.725
O  -1.547  -1.372  -0.524
O  -1.220  -0.120  1.463
S  0.216  0.819  -1.930
S  1.908  -0.750  1.262

***

Version x
One molecule with the formula C3H2O2S2. Source: the Open Molecules 2025 dataset; level of theory: ωB97M-V with the def2-TZVPD basis set.

## Properties
* molar mass: 134.2 g/mol
* HOMO: -9.1 eV
* Kohn-Sham gap: 8.512 eV
* charge: 0

Positions of all 9 atoms, in Å:
C  0.775  -0.482  -0.259
C  -0.499  -0.817  -1.320
C  -1.470  0.812  0.160
H  -0.185  -0.960  -2.446
H  -1.014  -1.749  -0.751
O  -1.448  0.207  -1.022
O  -2.260  1.604  0.463
S  2.179  -1.134  -0.104
S  0.198  0.581  1.116

***

Relative energies with respect to the most stable structure, expressed in kcal/mol: version w 15.9; version x 0.0.

***

Version w
C2H6O3 as an isolated structure. Source: the Open Molecules 2025 dataset; level of theory: ωB97M-V with the def2-TZVPD basis set.

## Properties
* molar mass: 78.1 g/mol
* HOMO: -10.1 eV
* Kohn-Sham gap: 9.232 eV
* charge: 0

Positions of all 11 atoms, in Å:
C  -0.252  0.221  -0.167
C  -0.320  -1.305  -0.152
O  0.264  0.760  0.959
O  1.708  1.318  0.268
O  -1.468  0.770  -0.619
H  2.389  1.467  0.953
H  -1.852  1.257  0.124
H  0.557  0.532  -0.935
H  0.665  -1.720  0.063
H  -1.019  -1.629  0.624
H  -0.673  -1.671  -1.117

***

Version x
One molecule with the formula C2H6O3. Source: the Open Molecules 2025 dataset; level of theory: ωB97M-V with the def2-TZVPD basis set.

## Properties
* molar mass: 78.1 g/mol
* HOMO: -10.2 eV
* Kohn-Sham gap: 10.970 eV
* charge: 0

Positions of all 11 atoms, in Å:
C  0.822  -0.964  -0.144
C  0.588  0.382  0.480
O  0.931  1.465  -0.214
H  0.760  0.451  1.560
H  0.489  -0.970  -1.180
H  0.304  -1.743  0.414
H  1.896  -1.159  -0.140
O  -1.040  0.784  0.360
O  -1.870  0.054  -0.556
H  -2.719  0.085  -0.093
H  -0.161  1.615  -0.487

***

Relative energies with respect to the most stable structure, expressed in kcal/mol: version w 0.0; version x 7.4.